Density functional theory data (ωB97M-V/def2-TZVPD) for 2 unconnected molecules or ions with the total composition C2HFNO3P.

Its HOMO energy is 0.007 Ha. The calculation puts the relative energy (zero: lowest compared OMol25 entry of this formula, charge and spin) at 1.558 eV. Its HOMO-LUMO gap is 7.137 eV. Its charge is -2. The calculation puts the LUMO energy at 0.270 Ha.

Structure (XYZ):
```
9
Properties=species:S:1:pos:R:3:nbo_charge:R:1
C -0.72990 0.71654 -1.72396 0.280
C -0.53675 -0.31532 -0.74494 -0.211
N -0.90609 1.57381 -2.46008 -0.476
O 0.44648 -2.47089 0.57780 -1.234
O -0.72636 -2.86534 -1.71117 -1.226
O 1.64933 -1.80474 -1.57607 -1.248
F -1.73233 -0.61516 -0.16959 -0.391
P 0.33202 -2.18046 -0.90242 2.398
H 0.31098 0.12441 0.49788 0.108
```



Density functional theory data (ωB97M-V/def2-TZVPD) for a molecular structure, C2HFO2Tb.

Its HOMO energy (spin up / spin down) is -0.733 / -0.653 Ha. The calculation puts the relative energy (zero: lowest compared OMol25 entry of this formula, charge and spin) at 0.104 eV. Its HOMO-LUMO gap (spin up / spin down) is 8.776 / 6.039 eV. The spin multiplicity is 8. Its charge is +2. The calculation puts the LUMO energy (spin up / spin down) at -0.411 / -0.431 Ha.

Structure (XYZ):
```
7
Properties=species:S:1:pos:R:3:mulliken_charge:R:1
H 0.90201 2.63633 1.06921 -0.208
C 0.92563 0.88545 -1.28006 0.241
C 0.08784 -0.01256 -0.60854 0.784
O -0.30550 0.16339 0.54974 -0.525
O 1.79854 1.35103 -1.86824 -0.045
F -0.09023 -1.15202 -1.24357 -0.101
Tb -0.18374 1.59706 2.36269 1.853
```



Density functional theory data (ωB97M-V/def2-TZVPD) for a molecular structure, C2HFeO3.

Its HOMO energy (spin up / spin down) is -0.944 / -1.087 Ha. The calculation puts the relative energy (zero: lowest compared OMol25 entry of this formula, charge and spin) at 2.545 eV. Its HOMO-LUMO gap (spin up / spin down) is 7.093 / 6.507 eV. The spin multiplicity is 7. Its charge is +3. The calculation puts the LUMO energy (spin up / spin down) at -0.683 / -0.848 Ha.

Structure (XYZ):
```
7
Properties=species:S:1:pos:R:3:nbo_charge:R:1
H -0.14051 -0.53386 -2.17529 0.360
O -1.06308 0.50038 -0.63060 -0.610
O 1.15935 -0.86469 -0.04625 -0.296
O 0.41830 0.31513 1.69603 -0.582
C -0.30478 -0.29509 -1.11096 0.829
C 1.15467 -0.41987 1.11770 1.046
Fe -1.22395 1.29799 1.14938 2.253
```



Density functional theory data (ωB97M-V/def2-TZVPD) for a gas-phase ion, C2HI2O3P (charge -2).

Its HOMO energy is -0.025 Ha. The calculation puts the relative energy (zero: lowest compared OMol25 entry of this formula, charge and spin) at 0.842 eV. Its HOMO-LUMO gap is 5.233 eV. Its charge is -2. The calculation puts the LUMO energy at 0.167 Ha. Its structure (SMILES) is O=P([O-])([O-])/C(I)=C/I.

Structure (XYZ):
```
9
Properties=species:S:1:pos:R:3:nbo_charge:R:1
O -0.94092 -1.45197 1.35652 -1.203
P 0.37362 -0.75987 1.36390 2.409
O 1.63259 -1.57869 1.40240 -1.196
O 0.36500 0.66221 1.90533 -1.211
C 0.24638 -0.14936 -0.57685 -0.303
I 0.14468 -1.63229 -2.44119 -0.197
C -0.33502 0.95435 -0.78017 -0.438
I -0.85368 2.44141 -2.42510 -0.164
H -0.63266 1.51422 0.19517 0.304
```



Density functional theory data (ωB97M-V/def2-TZVPD) for a molecular structure, C2HIN2O2.

Its HOMO energy is -0.399 Ha. The calculation puts the relative energy (zero: lowest compared OMol25 entry of this formula, charge and spin) at 2.058 eV. Its HOMO-LUMO gap is 8.945 eV. Its charge is 0. The calculation puts the LUMO energy at -0.071 Ha.

Structure (XYZ):
```
8
Properties=species:S:1:pos:R:3:nbo_charge:R:1
C -1.28528 0.06528 1.46523 0.225
C -0.41409 -0.34758 0.29770 -0.294
N -2.01124 0.26356 2.32201 -0.236
N -1.14861 -0.52116 -0.85629 0.455
O -0.60388 -0.25818 -1.91495 -0.341
O -2.28736 -0.97127 -0.75484 -0.347
I 0.21581 -2.43929 0.59469 0.248
H 0.34104 0.45852 0.23052 0.291
```



Density functional theory data (ωB97M-V/def2-TZVPD) for a molecular structure, C2HLiLuO2.

Its HOMO energy (spin up / spin down) is -0.617 / -0.623 Ha. Its HOMO-LUMO gap (spin up / spin down) is 7.386 / 6.151 eV. The spin multiplicity is 2. Its charge is +2. The calculation puts the LUMO energy (spin up / spin down) at -0.345 / -0.397 Ha.

Structure (XYZ):
```
7
Properties=species:S:1:pos:R:3:nbo_charge:R:1
O -2.36614 0.13137 -0.90832 -0.307
C -1.41599 0.16621 -0.22759 0.705
C -0.27203 0.17721 0.44277 -0.381
H -0.35547 0.46115 1.49751 0.274
Lu 2.33274 1.29628 -0.76414 1.824
Li 1.17124 -1.97336 0.22574 0.986
O 0.90566 -0.25885 -0.26597 -1.101
```



Density functional theory data (ωB97M-V/def2-TZVPD) for a molecular structure, C2HLiO3Tl.

Its HOMO energy (spin up / spin down) is -0.206 / -0.258 Ha. The calculation puts the relative energy (zero: lowest compared OMol25 entry of this formula, charge and spin) at 2.007 eV. Its HOMO-LUMO gap (spin up / spin down) is 4.696 / 6.075 eV. The spin multiplicity is 2. Its charge is 0. The calculation puts the LUMO energy (spin up / spin down) at -0.034 / -0.034 Ha.

Structure (XYZ):
```
8
Properties=species:S:1:pos:R:3:nbo_charge:R:1
H 1.10350 1.86386 2.14427 0.128
C 0.64048 0.85681 2.34789 -0.449
O -0.58802 0.90241 1.63036 -0.833
C -1.73049 -0.39599 1.44825 1.017
O -2.46228 -0.17014 0.48961 -0.768
O -1.56542 -1.32276 2.20546 -0.698
Tl 0.73183 -1.70902 2.66272 0.640
Li -2.03745 1.79850 0.31917 0.964
```



Density functional theory data (ωB97M-V/def2-TZVPD) for 2 unconnected molecules or ions with the total composition C2HN3O2S.

Its HOMO energy is -0.365 Ha. The calculation puts the relative energy (zero: lowest compared OMol25 entry of this formula, charge and spin) at 6.404 eV. Its HOMO-LUMO gap is 8.752 eV. Its charge is 0. The calculation puts the LUMO energy at -0.044 Ha. Its structure (SMILES) is C#C[N+](=O)[O-].N#[N+][S-].

Structure (XYZ):
```
9
Properties=species:S:1:pos:R:3:nbo_charge:R:1
C -0.03289 0.11090 -0.07734 -0.060
C 0.71825 1.04363 -0.21957 0.062
N 1.61177 1.94656 -0.70845 0.457
O 2.04636 1.64549 -1.82600 -0.352
O 1.74784 3.02879 -0.16840 -0.319
H -0.81141 -0.47390 -0.00663 0.216
N -0.47419 0.63004 -2.66891 -0.005
N -0.29209 1.27525 -3.55578 -0.140
S 0.04217 1.95879 -4.85347 0.140
```



Density functional theory data (ωB97M-V/def2-TZVPD) for C2HN3O3 in the gas phase.

Its HOMO energy is -0.384 Ha. The calculation puts the relative energy (zero: lowest compared OMol25 entry of this formula, charge and spin) at 6.004 eV. Its HOMO-LUMO gap is 9.230 eV. Its charge is 0. The calculation puts the LUMO energy at -0.044 Ha. Its structure (SMILES) is O=c1nnonc1O.

Structure (XYZ):
```
9
Properties=species:S:1:pos:R:3:nbo_charge:R:1
O 1.24749 -1.59215 -0.53416 -0.478
C 0.41289 -0.74059 -0.38463 0.528
N -0.36504 -0.22735 -1.46447 -0.253
N -1.07077 0.73707 -1.39300 0.228
O -1.16032 1.36165 -0.21424 -0.178
N -0.64415 0.90623 0.96470 -0.090
C 0.20594 0.00448 0.84662 0.369
O 1.11401 -0.30407 1.84270 -0.619
H 1.23736 -1.21847 1.72303 0.493
```



Density functional theory data (ωB97M-V/def2-TZVPD) for 2 unconnected molecules or ions with the total composition C2HN3O3.

Its HOMO energy is -0.315 Ha. The calculation puts the relative energy (zero: lowest compared OMol25 entry of this formula, charge and spin) at 9.825 eV. Its HOMO-LUMO gap is 7.647 eV. Its charge is 0. The calculation puts the LUMO energy at -0.034 Ha.

Structure (XYZ):
```
9
Properties=species:S:1:pos:R:3:nbo_charge:R:1
C -1.32094 0.19291 -0.35732 0.818
C 1.31615 1.30789 0.29291 0.820
N -1.18989 -0.98629 -0.01922 -0.078
N -0.43118 -2.02750 0.30662 -0.175
N 1.97317 0.38221 0.04939 -0.724
O -1.72348 1.25426 -0.46703 -0.350
O 0.64710 2.24610 0.19927 -0.510
O -1.51274 -2.07895 -0.69455 -0.216
H 2.24180 -0.29062 0.68992 0.414
```



Density functional theory data (ωB97M-V/def2-TZVPD) for C2HN3O7 in the gas phase.

Its HOMO energy (spin up / spin down) is -0.333 / -0.433 Ha. The calculation puts the relative energy (zero: lowest compared OMol25 entry of this formula, charge and spin) at 0.017 eV. Its HOMO-LUMO gap (spin up / spin down) is 7.857 / 7.268 eV. The spin multiplicity is 3. Its charge is 0. The calculation puts the LUMO energy (spin up / spin down) at -0.045 / -0.166 Ha.

Structure (XYZ):
```
13
Properties=species:S:1:pos:R:3:nbo_charge:R:1
C -1.25417 -0.21930 0.46585 0.625
C 1.41421 -0.11797 0.53897 0.367
N 0.76913 -1.26468 0.78773 0.162
N 0.99720 1.21926 0.96526 0.451
N 2.87977 -0.18697 -0.04094 0.526
O -2.38475 0.02236 0.72891 -0.493
O -0.57414 -1.11045 1.19073 -0.327
O 1.14231 -2.39425 0.60730 -0.165
O 1.62985 2.13694 0.51890 -0.334
O 0.04028 1.29813 1.68588 -0.358
O 2.90996 0.18186 -1.15594 -0.266
O 3.80053 -0.47626 0.68397 -0.295
H -0.78030 0.07668 -0.37471 0.107
```



Density functional theory data (ωB97M-V/def2-TZVPD) for a molecular structure, C2HN4S.

Its HOMO energy is -0.604 Ha. The calculation puts the relative energy (zero: lowest compared OMol25 entry of this formula, charge and spin) at 2.731 eV. Its HOMO-LUMO gap is 8.720 eV. Its charge is +1. The calculation puts the LUMO energy at -0.283 Ha.

Structure (XYZ):
```
8
Properties=species:S:1:pos:R:3:nbo_charge:R:1
C 0.35040 -0.05903 -0.39650 -0.511
C -0.14938 -1.13121 -1.13560 0.575
N -3.18319 -1.89204 -0.02503 0.190
N 0.29807 -1.79629 -2.10383 -0.180
N 1.36764 -1.13088 -2.27704 -0.271
N -2.11950 -1.63969 -0.07129 -0.043
S 1.83964 0.05888 -1.26572 0.921
H -0.30099 0.58074 0.16139 0.318
```



Density functional theory data (ωB97M-V/def2-TZVPD) for C2HNO in the gas phase.

Its HOMO energy is -0.429 Ha. The calculation puts the relative energy (zero: lowest compared OMol25 entry of this formula, charge and spin) at 0.404 eV. Its HOMO-LUMO gap is 10.864 eV. Its charge is 0. The calculation puts the LUMO energy at -0.029 Ha. Its structure (SMILES) is N#CC=O.

Structure (XYZ):
```
5
Properties=species:S:1:pos:R:3:nbo_charge:R:1
N 0.16671 1.49372 1.09250 -0.222
C -0.21542 0.59868 0.42363 0.145
C -0.39338 -0.50951 -0.54851 0.338
O 0.47942 -1.29250 -0.72810 -0.422
H -1.34950 -0.65110 -1.07346 0.161
```



Density functional theory data (ωB97M-V/def2-TZVPD) for C2HNO2 in the gas phase.

Its HOMO energy is -0.432 Ha. The calculation puts the relative energy (zero: lowest compared OMol25 entry of this formula, charge and spin) at 5.068 eV. Its HOMO-LUMO gap is 11.991 eV. Its charge is 0. The calculation puts the LUMO energy at 0.009 Ha. Its structure (SMILES) is N#CC1OO1.

Structure (XYZ):
```
6
Properties=species:S:1:pos:R:3:nbo_charge:R:1
N 1.92122 1.03086 0.07311 -0.215
C 0.92749 0.49317 -0.02207 0.183
C -0.34094 -0.09886 0.03657 0.252
O -0.71070 -1.12210 -0.75779 -0.209
O -0.75446 -1.22982 0.70688 -0.198
H -1.04261 0.92675 -0.03670 0.187
```



Density functional theory data (ωB97M-V/def2-TZVPD) for C2HNO2S in the gas phase.

Its HOMO energy is -0.337 Ha. The calculation puts the relative energy (zero: lowest compared OMol25 entry of this formula, charge and spin) at 3.706 eV. Its HOMO-LUMO gap is 9.322 eV. Its charge is 0. The calculation puts the LUMO energy at 0.006 Ha. Its structure (SMILES) is S=c1ocno1.

Structure (XYZ):
```
7
Properties=species:S:1:pos:R:3:nbo_charge:R:1
S 0.72208 2.51366 0.41351 -0.162
C -0.00696 0.99089 0.29610 0.495
O 0.83488 -0.07320 0.01000 -0.442
C 0.07212 -1.08242 -0.43958 0.312
N -1.17229 -0.85977 -0.09703 -0.118
O -1.08404 0.44439 0.34482 -0.306
H 0.63422 -1.93355 -0.52780 0.221
```



Density functional theory data (ωB97M-V/def2-TZVPD) for 2 unconnected molecules or ions with the total composition C2HNO4.

Its HOMO energy (spin up / spin down) is -0.325 / -0.368 Ha. The calculation puts the relative energy (zero: lowest compared OMol25 entry of this formula, charge and spin) at 4.173 eV. Its HOMO-LUMO gap (spin up / spin down) is 7.172 / 8.605 eV. Its charge is 0. The calculation puts the LUMO energy (spin up / spin down) at -0.062 / -0.052 Ha. Its structure (SMILES) is O=C=[NH+][O-].O=C=O.

Structure (XYZ):
```
8
Properties=species:S:1:pos:R:3:nbo_charge:R:1
O 0.78460 -1.42082 -0.36985 -0.368
C 0.62535 -0.32603 -0.20611 0.688
N 1.07466 0.78069 0.41457 -0.223
O 2.08841 1.10536 -0.36980 -0.446
H 0.31143 1.48490 0.65791 0.405
O -1.90205 -1.53616 -0.49520 -0.480
C -1.45551 -0.54758 -0.07409 0.943
O -1.52690 0.45963 0.44257 -0.519
```



Density functional theory data (ωB97M-V/def2-TZVPD) for 2 unconnected molecules or ions with the total composition C2HNOS.

Its HOMO energy is -0.419 Ha. The calculation puts the relative energy (zero: lowest compared OMol25 entry of this formula, charge and spin) at 3.044 eV. Its HOMO-LUMO gap is 10.712 eV. Its charge is 0. The calculation puts the LUMO energy at -0.025 Ha.

Structure (XYZ):
```
6
Properties=species:S:1:pos:R:3:nbo_charge:R:1
C -1.62808 -0.67648 -0.17089 0.544
C 2.08576 1.22585 -0.50967 -0.228
N -1.95522 -1.67426 -0.62730 -0.403
O -1.19448 0.40202 0.47519 -0.664
S 2.94930 0.26612 0.22295 0.231
H -0.25727 0.45675 0.60972 0.520
```



Density functional theory data (ωB97M-V/def2-TZVPD) for a molecular structure, C2HO2Pr.

Its HOMO energy (spin up / spin down) is -0.453 / -0.458 Ha. The calculation puts the relative energy (zero: lowest compared OMol25 entry of this formula, charge and spin) at 2.723 eV. Its HOMO-LUMO gap (spin up / spin down) is 6.651 / 5.992 eV. The spin multiplicity is 4. Its charge is +1. The calculation puts the LUMO energy (spin up / spin down) at -0.209 / -0.237 Ha.

Structure (XYZ):
```
6
Properties=species:S:1:pos:R:3:mulliken_charge:R:1
C 1.03077 -0.46295 -0.15741 0.380
C 0.81682 0.68630 0.38166 -0.145
H 1.38528 1.49481 0.82218 0.386
O -1.37898 0.76924 0.26520 -0.806
Pr -2.10155 -1.11881 -0.67707 1.736
O 0.24766 -1.36859 -0.63454 -0.551
```



Density functional theory data (ωB97M-V/def2-TZVPD) for 2 unconnected molecules or ions with the total composition C2HO2S2.

Its HOMO energy is -0.086 Ha. The calculation puts the relative energy (zero: lowest compared OMol25 entry of this formula, charge and spin) at 1.940 eV. Its HOMO-LUMO gap is 6.035 eV. Its charge is -1. The calculation puts the LUMO energy at 0.136 Ha.

Structure (XYZ):
```
7
Properties=species:S:1:pos:R:3:nbo_charge:R:1
C 0.52804 -0.07708 -1.83768 1.051
C -0.08051 -0.23130 0.85470 -0.852
O 0.92319 -1.14292 -2.00439 -0.582
O 0.24220 0.98935 -1.72954 -0.504
S 0.00360 1.30987 1.93116 -0.131
S -1.69655 0.34306 1.50318 -0.121
H 0.08003 -1.19098 1.28257 0.140
```



Density functional theory data (ωB97M-V/def2-TZVPD) for 2 unconnected molecules or ions with the total composition C2HO2S2.

Its HOMO energy is -0.160 Ha. The calculation puts the relative energy (zero: lowest compared OMol25 entry of this formula, charge and spin) at 1.992 eV. Its HOMO-LUMO gap is 7.622 eV. Its charge is -1. The calculation puts the LUMO energy at 0.120 Ha.

Structure (XYZ):
```
7
Properties=species:S:1:pos:R:3:nbo_charge:R:1
C -0.60274 -2.04773 0.02334 0.789
C -1.24354 -0.52848 0.36552 -0.553
O 0.58394 -2.00473 0.23737 -0.720
O -1.40010 -2.86070 -0.40907 -0.722
S -1.41705 0.95572 -0.73519 -0.012
S -2.95658 -0.05890 0.17882 0.053
H -0.46728 0.01108 1.60852 0.166
```



| no. | calculated total energy (eV) |
| --- | --- |
| 1 | -21728.47690 |
| 2 | -31313.52039 |
| 3 | -42571.28689 |
| 4 | -33723.36019 |
| 5 | -17261.47177 |
| 6 | -39990.74865 |
| 7 | -13128.79475 |
| 8 | -21483.29755 |
| 9 | -12698.11742 |
| 10 | -12694.29610 |
| 11 | -20878.84272 |
| 12 | -18873.15743 |
| 13 | -5626.17584 |
| 14 | -7670.04249 |
| 15 | -18507.11212 |
| 16 | -11765.10552 |
| 17 | -16459.48993 |
| 18 | -20240.32421 |
| 19 | -27855.04367 |
| 20 | -27854.99136 |